19
Properties=species:S:1:pos:R:3 method="wB97M-V/def2-TZVPD" homo_energy_ev=-8.73 smiles="Cc1csc(=O)c(-n2cncn2)n1" de_lowest_kcal_mol=8.12 energy_ha=-962.7384 gap_ha=0.289
C 3.08 0.61 0.01
C 1.85 -0.25 0.03
C 2.13 -1.56 -0.12
S 0.94 -2.83 0.03
C -0.56 -1.93 -0.01
O -1.55 -2.59 -0.08
C -0.49 -0.33 0.02
N -1.73 0.29 0.08
C -1.86 1.66 -0.21
N -3.11 2.00 -0.12
C -3.72 0.85 0.24
N -2.93 -0.19 0.41
N 0.61 0.32 0.13
H 3.45 0.87 -1.06
H 3.79 0.17 0.71
H 2.77 1.56 0.34
H 3.09 -1.85 -0.28
H -1.00 2.29 -0.51
H -4.75 0.92 0.38

***

42
Properties=species:S:1:pos:R:3 method="wB97M-V/def2-TZVPD" total_charge=+3 homo_energy_ev="-16.60 / -16.61" energy_ha=-2475.8984 gap_ha="0.142 / 0.142"
Ru 0.14 0.51 0.19
Cl 5.81 5.10 -0.12
C 4.74 3.82 -0.12
C 5.22 2.50 -0.09
C 4.34 1.45 -0.06
Cl 4.89 -0.15 -0.05
C 2.90 1.67 -0.03
O 2.14 0.67 0.08
C 2.44 3.04 -0.12
C 1.03 3.34 -0.17
O 0.10 2.53 -0.07
C 3.34 4.07 -0.15
H 6.28 2.31 -0.10
H 0.75 4.39 -0.31
H 3.00 5.10 -0.20
S -2.05 -0.03 0.62
C -3.63 0.59 0.22
N -4.65 -0.25 0.55
C -5.94 0.06 0.36
C -6.28 1.27 -0.20
C -5.27 2.15 -0.56
C -3.94 1.81 -0.35
H -4.41 -1.14 0.97
H -6.67 -0.68 0.66
H -7.32 1.52 -0.35
H -5.52 3.11 -0.99
H -3.14 2.48 -0.62
C 0.95 -5.17 0.17
N 0.82 -3.74 -0.08
C 0.71 -3.16 -1.42
C 0.47 -1.72 -1.08
O 0.25 -0.72 -1.78
N 0.50 -1.56 0.25
C 0.74 -2.77 0.83
N 0.87 -2.94 2.13
H 0.45 -5.72 -0.63
H 0.47 -5.43 1.11
H 2.00 -5.48 0.20
H -0.10 -3.60 -2.00
H 1.63 -3.28 -2.00
H 0.87 -2.14 2.74
H 1.07 -3.84 2.54

***

98
Properties=species:S:1:pos:R:3 method="wB97M-V/def2-TZVPD" total_charge=+1 homo_energy_ev=-10.25 de_lowest_kcal_mol=50.17 energy_ha=-3105.5191 gap_ha=0.250
Pt 0.92 0.46 -0.14
C 1.86 4.60 -0.51
C 1.36 3.42 -1.06
N 1.50 2.42 -0.19
N 2.07 2.92 0.93
C 2.30 4.23 0.75
B 2.57 2.01 2.10
N 1.42 1.40 2.91
C 1.18 1.48 4.23
C -0.05 0.90 4.48
C -0.50 0.51 3.22
N 0.38 0.82 2.28
N 3.44 0.93 1.37
C 4.77 1.03 1.23
C 5.15 0.47 0.02
C 3.94 0.07 -0.56
N 2.93 0.30 0.27
H 1.87 5.57 -0.95
H 0.90 3.23 -2.02
H 2.76 4.82 1.53
H 3.27 2.64 2.84
H 1.89 1.94 4.89
H -0.55 0.81 5.43
H -1.44 0.04 2.95
H 5.35 1.53 1.99
H 6.13 0.42 -0.40
H 3.75 -0.30 -1.54
O -2.17 -1.71 -1.01
C -1.26 -2.41 -0.83
O -0.03 -1.87 -0.16
C -1.05 -3.86 -1.06
C -2.03 -4.74 -1.48
C -1.65 -6.06 -1.68
C -0.33 -6.46 -1.50
C 0.65 -5.56 -1.11
C 0.27 -4.26 -0.85
P 1.20 -2.82 -0.34
C 1.87 -3.08 1.28
C 2.87 -4.04 1.49
C 3.32 -4.29 2.77
C 2.79 -3.57 3.84
C 1.79 -2.63 3.64
C 1.32 -2.39 2.36
C 2.40 -2.69 -1.64
C 3.76 -2.77 -1.36
C 4.65 -2.85 -2.42
C 4.19 -2.79 -3.73
C 2.83 -2.66 -4.00
C 1.92 -2.62 -2.95
H -3.04 -4.40 -1.64
H -2.39 -6.78 -2.00
H -0.06 -7.49 -1.68
H 1.68 -5.88 -1.00
H 3.27 -4.62 0.66
H 4.08 -5.03 2.93
H 3.16 -3.76 4.84
H 1.37 -2.08 4.47
H 0.55 -1.65 2.21
H 4.12 -2.77 -0.35
H 5.71 -2.94 -2.22
H 4.89 -2.83 -4.55
H 2.47 -2.60 -5.02
H 0.86 -2.55 -3.16
O -0.95 0.75 -0.71
Si -2.25 1.70 -0.58
C -1.83 3.47 -0.10
C -1.83 4.53 -1.00
C -1.58 5.83 -0.59
C -1.30 6.09 0.74
C -1.27 5.05 1.66
C -1.54 3.76 1.24
C -3.07 1.68 -2.28
C -2.75 0.68 -3.19
C -3.35 0.61 -4.44
C -4.30 1.56 -4.81
C -4.64 2.56 -3.91
C -4.03 2.62 -2.66
C -3.50 1.10 0.69
C -4.51 2.00 1.03
C -5.51 1.67 1.94
C -5.51 0.41 2.54
C -4.53 -0.50 2.21
C -3.54 -0.16 1.29
H -2.05 4.34 -2.05
H -1.62 6.64 -1.31
H -1.11 7.11 1.07
H -1.05 5.25 2.70
H -1.55 2.96 1.98
H -2.01 -0.06 -2.91
H -3.09 -0.18 -5.13
H -4.77 1.52 -5.78
H -5.38 3.31 -4.18
H -4.33 3.41 -1.98
H -4.52 2.99 0.59
H -6.28 2.39 2.19
H -6.28 0.15 3.25
H -4.53 -1.49 2.66
H -2.80 -0.90 1.02

***

Copy entry 2 word for word.
42
Properties=species:S:1:pos:R:3 method="wB97M-V/def2-TZVPD" total_charge=+3 homo_energy_ev="-16.60 / -16.61" energy_ha=-2475.8984 gap_ha="0.142 / 0.142"
Ru 0.14 0.51 0.19
Cl 5.81 5.10 -0.12
C 4.74 3.82 -0.12
C 5.22 2.50 -0.09
C 4.34 1.45 -0.06
Cl 4.89 -0.15 -0.05
C 2.90 1.67 -0.03
O 2.14 0.67 0.08
C 2.44 3.04 -0.12
C 1.03 3.34 -0.17
O 0.10 2.53 -0.07
C 3.34 4.07 -0.15
H 6.28 2.31 -0.10
H 0.75 4.39 -0.31
H 3.00 5.10 -0.20
S -2.05 -0.03 0.62
C -3.63 0.59 0.22
N -4.65 -0.25 0.55
C -5.94 0.06 0.36
C -6.28 1.27 -0.20
C -5.27 2.15 -0.56
C -3.94 1.81 -0.35
H -4.41 -1.14 0.97
H -6.67 -0.68 0.66
H -7.32 1.52 -0.35
H -5.52 3.11 -0.99
H -3.14 2.48 -0.62
C 0.95 -5.17 0.17
N 0.82 -3.74 -0.08
C 0.71 -3.16 -1.42
C 0.47 -1.72 -1.08
O 0.25 -0.72 -1.78
N 0.50 -1.56 0.25
C 0.74 -2.77 0.83
N 0.87 -2.94 2.13
H 0.45 -5.72 -0.63
H 0.47 -5.43 1.11
H 2.00 -5.48 0.20
H -0.10 -3.60 -2.00
H 1.63 -3.28 -2.00
H 0.87 -2.14 2.74
H 1.07 -3.84 2.54